Entry 1:
C50H38Cl4CrN6S | ωB97M-V/def2-TZVPD

As for the charge: +1. The gap between HOMO and LUMO (alpha / beta) is 5.573 / 5.477 eV. Its highest occupied orbital energy (alpha / beta) is -9.797 / -9.749 eV. The spin multiplicity is 4. The largest force on an atom comes out at 1.1 eV Å⁻¹. As for the expectation value of S²: 3.880.

Geometry as XYZ:
```
100
C50H38Cl4CrN6S ωB97M-V/def2-TZVPD
Cr -0.46 0.10 0.19
Cl 4.81 1.31 7.34
C 3.45 1.19 6.30
C 2.34 0.46 6.68
C 1.27 0.31 5.81
C 1.30 0.88 4.54
C 2.39 1.71 4.22
C 3.46 1.85 5.07
C 0.35 0.61 3.45
C -0.02 -0.70 3.08
C 0.03 -1.86 3.91
C -0.57 -2.86 3.21
C -0.95 -2.32 1.94
C -1.62 -3.03 0.95
C -1.80 -4.50 1.05
C -2.74 -5.13 1.86
C -2.88 -6.50 1.83
C -2.08 -7.27 0.99
Cl -2.28 -8.97 0.92
C -1.13 -6.65 0.18
C -1.00 -5.28 0.21
C -1.97 -2.48 -0.29
N -1.49 -1.29 -0.78
C -1.76 -1.31 -2.11
C -1.30 -0.36 -3.05
C -1.12 -0.82 -4.43
C -1.47 -0.09 -5.57
C -1.11 -0.51 -6.83
C -0.40 -1.70 -6.99
Cl 0.10 -2.20 -8.56
C -0.12 -2.49 -5.88
C -0.48 -2.05 -4.62
C -0.99 0.95 -2.64
C -0.91 2.11 -3.47
C -1.02 3.19 -2.65
C -1.05 2.68 -1.31
N -0.96 1.32 -1.32
C -1.16 3.48 -0.17
C -0.88 3.00 1.11
C -0.81 3.81 2.29
C -0.28 3.02 3.26
C -0.10 1.72 2.70
N -0.48 1.72 1.39
C -1.68 4.86 -0.33
C -0.92 6.00 -0.15
C -1.50 7.26 -0.26
C -2.85 7.37 -0.52
Cl -3.59 8.92 -0.61
C -3.63 6.23 -0.71
C -3.04 4.99 -0.62
C -2.53 -2.46 -2.45
C -2.68 -3.18 -1.31
N -0.58 -1.01 1.87
H 2.31 -0.01 7.65
H 0.40 -0.24 6.13
H 2.41 2.23 3.27
H 4.30 2.46 4.80
H 0.44 -1.92 4.89
H -0.75 -3.87 3.55
H -3.37 -4.54 2.51
H -3.63 -6.99 2.44
H -0.51 -7.25 -0.47
H -0.27 -4.79 -0.42
H -2.06 0.81 -5.47
H -1.38 0.07 -7.70
H 0.38 -3.43 -6.01
H -0.26 -2.67 -3.77
H -0.80 2.13 -4.54
H -1.05 4.22 -2.93
H -1.11 4.84 2.35
H -0.06 3.28 4.28
H 0.14 5.92 0.06
H -0.90 8.15 -0.13
H -4.68 6.32 -0.91
H -3.63 4.09 -0.76
H -2.94 -2.66 -3.42
H -3.22 -4.10 -1.17
C 3.32 0.99 -0.83
C 3.04 1.21 0.65
N 2.15 0.18 1.17
C 2.75 -1.12 1.43
C 2.76 -2.09 0.24
S 1.35 -1.89 -0.92
C 2.21 -1.37 -2.46
C 2.12 0.13 -2.76
N 2.05 0.90 -1.54
H 3.97 1.80 -1.20
H 3.86 0.05 -0.94
H 3.99 1.25 1.21
H 2.52 2.17 0.78
H 1.80 0.51 2.06
H 3.79 -1.01 1.78
H 2.18 -1.59 2.24
H 3.68 -2.01 -0.34
H 2.68 -3.11 0.62
H 3.24 -1.71 -2.37
H 1.75 -1.94 -3.27
H 2.98 0.41 -3.39
H 1.22 0.32 -3.34
H 1.68 1.83 -1.72
```

Löwdin atomic charge list, values in e, 99 entries: 0.953 0.709 -0.666 -0.080 -0.021 -0.170 -0.028 -0.081 -0.081 -0.237 0.020 0.037 -0.212 -0.057 -0.210 -0.016 -0.087 -0.672 0.703 -0.084 -0.022 -0.230 -0.030 -0.243 -0.049 -0.171 -0.019 -0.080 -0.666 0.711 -0.078 -0.042 -0.238 0.016 0.033 -0.225 0.020 -0.059 -0.201 0.038 0.025 -0.247 0.033 -0.213 -0.027 -0.087 -0.666 0.699 -0.085 -0.010 0.023 0.034 0.030 0.112 0.117 0.111 0.112 0.104 0.120 0.126 0.110 0.110 0.115 0.114 0.113 0.113 0.113 0.106 0.125 0.120 0.126 0.125 0.109 0.110 0.129 0.127 0.127 -0.190 -0.191 -0.099 -0.234 -0.382 0.967 -0.376 -0.251 -0.095 0.131 0.105 0.125 0.121 0.040 0.130 0.108 0.068 0.077 0.075 0.051 0.131 0.091

Entry 2:
C50H38N9O5SeY | ωB97M-V/def2-TZVPD

As for the charge: -2. The gap between HOMO and LUMO (alpha / beta) is 5.244 / 5.272 eV. Its highest occupied orbital energy (alpha / beta) is -1.990 / -2.019 eV. As for the energy above the lowest of the compared OMol25 structures with the same formula, charge and spin: 0.0 kcal per mole. The largest force on an atom comes out at 3.4 eV Å⁻¹.

Geometry as XYZ:
```
104
C50H38N9O5SeY ωB97M-V/def2-TZVPD
Y 0.18 0.37 0.52
C -3.95 7.10 -1.26
C -4.62 5.95 -1.64
C -3.99 4.72 -1.54
C -2.72 4.59 -0.97
C -2.08 5.77 -0.54
C -2.70 7.00 -0.70
C -2.02 3.26 -0.95
C -0.68 3.17 -1.42
C -0.05 4.20 -2.24
C 1.24 3.79 -2.54
C 1.42 2.50 -1.92
C 2.57 1.70 -2.22
C 3.92 2.36 -2.32
C 4.93 2.01 -3.24
C 6.25 2.53 -3.05
C 6.45 3.56 -2.13
C 5.38 4.07 -1.38
C 4.16 3.42 -1.38
C 2.43 0.29 -2.32
N 1.46 -0.49 -1.66
C 1.60 -1.80 -2.06
C 0.86 -2.95 -1.69
C 1.14 -4.31 -2.32
C 2.41 -4.90 -2.35
C 2.60 -6.11 -3.01
C 1.55 -6.80 -3.60
C 0.28 -6.21 -3.59
C 0.08 -5.00 -2.97
C -0.26 -2.91 -0.81
C -1.09 -4.07 -0.46
C -2.22 -3.61 0.18
C -2.12 -2.15 0.25
N -0.89 -1.79 -0.28
C -3.21 -1.33 0.64
C -3.27 0.05 0.32
C -4.39 0.95 0.64
C -4.03 2.23 0.19
C -2.73 2.12 -0.41
N -2.28 0.80 -0.31
C -4.31 -1.94 1.51
C -3.86 -2.73 2.62
C -4.73 -3.17 3.62
C -6.06 -2.75 3.53
C -6.52 -2.02 2.43
C -5.69 -1.69 1.37
C 2.74 -1.88 -2.97
C 3.32 -0.63 -3.05
N 0.26 2.17 -1.25
H -4.44 8.09 -1.32
H -5.66 6.02 -2.06
H -4.53 3.83 -1.91
H -1.08 5.74 -0.11
H -2.15 7.92 -0.42
H -0.52 5.08 -2.64
H 2.02 4.31 -3.10
H 4.72 1.33 -4.04
H 7.09 2.15 -3.62
H 7.45 3.97 -2.01
H 5.56 4.99 -0.76
H 3.38 3.75 -0.70
H 3.22 -4.35 -1.90
H 3.60 -6.52 -3.11
H 1.69 -7.84 -4.00
H -0.59 -6.73 -4.05
H -0.90 -4.58 -2.90
H -0.77 -5.10 -0.64
H -3.08 -4.15 0.49
H -5.28 0.70 1.22
H -4.64 3.09 0.21
H -2.81 -2.91 2.76
H -4.35 -3.77 4.45
H -6.77 -2.89 4.38
H -7.62 -1.73 2.43
H -6.10 -1.23 0.49
H 3.12 -2.76 -3.47
H 4.20 -0.37 -3.60
N 2.07 -1.17 1.14
C 2.77 -0.76 2.32
C 3.54 -1.92 3.02
C 2.56 -3.03 3.42
N 1.97 -3.78 2.30
H 1.68 -2.14 1.30
H 2.63 -1.23 0.30
H 2.00 -0.44 3.04
H 3.42 0.08 2.07
H 3.97 -1.61 3.98
H 4.39 -2.29 2.43
H 1.77 -2.61 4.02
H 3.16 -3.69 4.05
H 1.67 -4.72 2.54
H 2.68 -3.84 1.57
O -0.44 -0.69 2.52
N -1.42 0.08 3.03
C -1.14 0.47 4.29
C -2.04 1.47 4.95
N -2.63 2.27 5.58
C -0.01 -0.03 5.02
N 0.96 -0.49 5.48
O 1.19 3.38 3.68
Se 1.01 3.00 2.11
O 1.26 4.33 1.18
O 1.95 1.66 1.50
O -0.46 2.23 1.81
```

Löwdin atomic charge list, values in e, 99 entries: 1.500 -0.132 -0.110 -0.063 -0.163 -0.015 -0.102 -0.028 -0.215 -0.013 -0.018 -0.254 -0.052 -0.139 -0.037 -0.095 -0.131 -0.092 -0.011 -0.196 0.044 -0.255 -0.062 -0.162 -0.052 -0.104 -0.118 -0.104 -0.055 -0.222 -0.040 -0.018 -0.243 0.040 -0.056 -0.234 0.003 -0.015 -0.226 0.060 -0.141 -0.037 -0.086 -0.125 -0.111 -0.064 -0.031 -0.015 0.050 0.096 0.106 0.122 0.121 0.108 0.094 0.111 0.077 0.089 0.086 0.118 0.113 0.105 0.088 0.104 0.107 0.106 0.100 0.085 0.089 0.077 0.111 0.100 0.100 0.110 0.105 0.084 0.066 -0.048 -0.284 -0.175 -0.281 -0.019 0.063 0.073 0.080 0.102 0.101 0.100 0.078 0.090 0.068 0.069 -0.312 0.007 -0.293 -0.163 0.104 -0.178 0.154

Entry 3:
C50H39BrClN6O2S2SbW | ωB97M-V/def2-TZVPD

As for the charge: +2. The gap between HOMO and LUMO (alpha / beta) is 5.790 / 5.963 eV. Its highest occupied orbital energy (alpha / beta) is -11.802 / -12.272 eV. The spin multiplicity is 3. As for the energy above the lowest of the compared OMol25 structures with the same formula, charge and spin: 3.3 kcal per mole. The largest force on an atom comes out at 0.6 eV Å⁻¹. As for the expectation value of S²: 2.174.

Geometry as XYZ:
```
103
C50H39BrClN6O2S2SbW ωB97M-V/def2-TZVPD
W -0.15 -1.10 -0.16
S -1.17 0.66 1.11
C -1.98 1.50 -0.20
N -2.84 2.49 -0.04
N -3.13 2.87 1.15
C -4.04 3.92 1.41
C -4.23 4.29 2.74
C -5.11 5.31 3.03
C -5.79 5.96 2.01
C -5.58 5.59 0.69
C -4.71 4.56 0.38
N -1.75 1.16 -1.46
N -0.92 0.21 -1.71
C -0.85 -0.03 -3.14
C -1.19 0.99 -4.03
C -1.16 0.77 -5.40
C -0.82 -0.48 -5.90
C -0.50 -1.50 -5.01
C -0.51 -1.28 -3.64
H -2.71 2.40 1.95
H -3.70 3.77 3.53
H -5.27 5.60 4.06
H -6.48 6.76 2.24
H -6.11 6.09 -0.11
H -4.54 4.26 -0.65
H -1.47 1.96 -3.65
H -1.42 1.57 -6.07
H -0.81 -0.66 -6.96
H -0.25 -2.49 -5.38
H -0.25 -2.10 -2.99
Br 6.20 2.98 1.19
C 4.73 1.81 1.29
C 4.93 0.47 1.55
C 3.84 -0.38 1.59
C 2.56 0.11 1.35
C 2.36 1.45 1.07
C 3.45 2.31 1.06
N 1.42 -0.76 1.43
C 1.33 -1.48 2.49
C 0.16 -2.32 2.67
C -0.05 -3.06 3.81
C -1.24 -3.76 3.94
C -2.18 -3.67 2.93
C -1.90 -2.91 1.81
N -0.74 -2.26 1.67
H 5.93 0.09 1.71
H 3.99 -1.44 1.77
H 1.37 1.83 0.88
H 3.31 3.37 0.87
H 2.08 -1.42 3.27
H 0.70 -3.09 4.59
H -1.44 -4.35 4.83
H -3.13 -4.18 3.00
H -2.60 -2.82 1.00
S 1.90 -1.32 -1.47
Sb 3.12 0.35 -2.60
C 2.72 2.39 -2.42
C 1.57 2.89 -3.03
C 1.32 4.25 -2.99
C 2.21 5.11 -2.36
C 3.36 4.61 -1.77
C 3.62 3.25 -1.79
C 2.88 -0.14 -4.62
C 2.82 0.86 -5.59
C 2.72 0.50 -6.93
C 2.70 -0.84 -7.29
C 2.77 -1.83 -6.32
C 2.86 -1.49 -4.98
C 5.10 -0.05 -2.05
C 5.42 -1.31 -1.55
C 6.74 -1.61 -1.25
C 7.73 -0.65 -1.44
C 7.41 0.60 -1.95
C 6.09 0.90 -2.27
H 0.89 2.23 -3.55
H 0.42 4.65 -3.46
H 2.01 6.17 -2.34
H 4.06 5.28 -1.29
H 4.52 2.86 -1.32
H 2.85 1.90 -5.31
H 2.67 1.27 -7.68
H 2.63 -1.11 -8.34
H 2.76 -2.87 -6.61
H 2.90 -2.27 -4.23
H 4.65 -2.05 -1.39
H 7.00 -2.59 -0.87
H 8.76 -0.88 -1.20
H 8.18 1.34 -2.10
H 5.86 1.87 -2.69
Cl -3.13 -8.09 -3.93
C -2.51 -6.70 -3.12
C -3.28 -5.55 -3.06
C -2.78 -4.44 -2.41
C -1.51 -4.49 -1.82
C -0.75 -5.65 -1.90
C -1.24 -6.77 -2.54
C -0.98 -3.32 -1.15
O -1.66 -2.22 -1.06
O 0.18 -3.28 -0.62
H -4.26 -5.53 -3.52
H -3.36 -3.53 -2.36
H 0.23 -5.68 -1.44
H -0.67 -7.68 -2.61
```

Löwdin atomic charge list, values in e, 99 entries: 1.265 0.701 -0.723 0.094 0.032 -0.222 -0.024 -0.064 -0.063 -0.060 -0.016 0.036 -0.147 -0.254 -0.050 -0.057 -0.063 -0.064 -0.077 0.100 0.115 0.114 0.113 0.114 0.109 0.107 0.115 0.115 0.116 0.056 0.815 -0.680 -0.099 -0.028 -0.321 -0.030 -0.123 -0.098 -0.031 -0.232 0.033 0.001 0.009 -0.072 -0.049 0.115 0.129 0.084 0.107 0.156 0.133 0.130 0.128 0.127 0.304 1.468 -0.340 -0.123 -0.052 -0.045 -0.055 -0.147 -0.354 -0.108 -0.060 -0.058 -0.069 -0.135 -0.353 -0.141 -0.063 -0.052 -0.061 -0.121 0.073 0.116 0.118 0.120 0.057 0.099 0.116 0.116 0.116 0.094 0.071 0.114 0.117 0.118 0.100 0.740 -0.649 -0.074 0.009 -0.147 0.009 -0.075 -0.592 -0.165 -0.150

Entry 4:
C50H39N6O8RbS5 | ωB97M-V/def2-TZVPD

As for the charge: -2. The gap between HOMO and LUMO is 5.845 eV. Its highest occupied orbital energy is -2.153 eV. As for the energy above the lowest of the compared OMol25 structures with the same formula, charge and spin: 41.8 kcal per mole. The largest force on an atom comes out at 1.2 eV Å⁻¹.

Geometry as XYZ:
```
109
C50H39N6O8RbS5 ωB97M-V/def2-TZVPD
Rb 0.49 0.21 0.30
N 0.01 -2.52 0.53
S -0.29 -3.89 0.14
N 0.74 -5.11 0.04
S 1.90 -5.31 -1.08
N 2.45 -3.91 -1.80
S 3.21 -2.65 -1.39
N 2.24 -1.46 -1.84
C 3.85 -2.66 0.29
C 5.18 -2.96 0.54
C 5.65 -2.94 1.85
C 4.79 -2.62 2.89
C 3.46 -2.36 2.62
C 2.97 -2.39 1.33
C 4.68 -2.56 -2.40
C 4.81 -3.54 -3.37
C 5.90 -3.49 -4.23
C 6.82 -2.46 -4.12
C 6.66 -1.48 -3.16
C 5.59 -1.52 -2.28
C 3.36 -5.52 0.28
C 3.20 -5.65 1.65
C 4.18 -6.26 2.43
C 5.33 -6.76 1.85
C 5.50 -6.65 0.47
C 4.51 -6.06 -0.29
C 0.68 -5.54 -2.65
C 0.10 -6.81 -2.62
C -0.52 -7.35 -3.74
C -0.54 -6.64 -4.93
C 0.05 -5.38 -4.98
C 0.65 -4.84 -3.84
C -1.45 -4.75 1.25
C -1.13 -5.88 1.98
C -2.05 -6.39 2.88
C -3.29 -5.78 3.04
C -3.61 -4.66 2.29
C -2.69 -4.14 1.40
C -1.31 -3.86 -1.36
C -1.22 -2.69 -2.11
C -2.00 -2.54 -3.25
C -2.87 -3.55 -3.63
C -2.96 -4.71 -2.88
C -2.18 -4.87 -1.75
H 5.86 -3.24 -0.25
H 6.68 -3.19 2.04
H 5.16 -2.60 3.91
H 2.77 -2.14 3.43
H 1.91 -2.28 1.16
H 4.07 -4.32 -3.44
H 6.02 -4.25 -4.99
H 7.66 -2.42 -4.80
H 7.37 -0.66 -3.08
H 5.46 -0.76 -1.52
H 2.31 -5.24 2.12
H 4.03 -6.34 3.50
H 6.09 -7.24 2.46
H 6.39 -7.04 0.00
H 4.64 -6.02 -1.37
H 0.14 -7.39 -1.70
H -0.98 -8.33 -3.68
H -1.02 -7.05 -5.81
H 0.03 -4.81 -5.90
H 1.08 -3.85 -3.89
H -0.16 -6.34 1.83
H -1.80 -7.27 3.46
H -4.00 -6.18 3.75
H -4.57 -4.17 2.42
H -2.92 -3.26 0.82
H -0.52 -1.93 -1.80
H -1.91 -1.64 -3.84
H -3.48 -3.43 -4.52
H -3.63 -5.51 -3.19
H -2.22 -5.79 -1.17
O 4.37 1.57 -1.92
S 3.33 0.86 -1.23
O 2.97 -0.33 -2.32
O 2.10 1.60 -1.00
O 3.76 0.11 -0.05
O -3.10 4.16 0.95
C -2.27 3.26 1.18
O -1.95 2.27 0.48
C -1.50 3.38 2.52
C -1.44 4.59 3.20
C -0.72 4.71 4.39
C -0.07 3.61 4.93
C -0.17 2.42 4.24
C -0.86 2.28 3.05
N 0.51 1.23 4.80
O 0.66 0.26 4.09
O 0.96 1.32 5.93
H -1.97 5.43 2.77
H -0.67 5.67 4.89
H 0.48 3.67 5.85
H -0.93 1.32 2.56
S -5.01 -0.14 0.59
C -3.45 -0.26 -0.17
N -2.47 -0.63 0.57
C -2.91 -0.84 1.87
C -2.08 -1.25 2.91
C -2.64 -1.42 4.16
C -4.01 -1.20 4.38
C -4.84 -0.81 3.35
C -4.27 -0.62 2.08
H -3.33 0.00 -1.21
H -1.04 -1.47 2.71
H -2.01 -1.75 4.99
H -4.42 -1.34 5.37
H -5.89 -0.63 3.52
```

Löwdin atomic charge list, values in e, 99 entries: 0.893 -0.398 0.680 -0.470 0.916 -0.442 0.934 -0.222 -0.303 -0.072 -0.071 -0.078 -0.056 -0.088 -0.281 -0.058 -0.082 -0.093 -0.060 -0.058 -0.313 -0.114 -0.108 -0.131 -0.119 -0.144 -0.310 -0.151 -0.123 -0.132 -0.108 -0.108 -0.283 -0.067 -0.094 -0.103 -0.076 -0.077 -0.300 -0.080 -0.080 -0.097 -0.083 -0.082 0.111 0.102 0.099 0.110 0.037 0.102 0.098 0.094 0.107 0.096 0.091 0.092 0.083 0.087 0.093 0.098 0.087 0.082 0.092 0.094 0.094 0.094 0.091 0.102 0.104 0.078 0.104 0.094 0.099 0.119 -0.309 0.352 -0.357 -0.530 -0.341 -0.036 -0.669 -0.076 -0.093 -0.015 -0.075 -0.022 -0.137 0.046 -0.342 0.068 0.053 0.112 0.095 0.107 0.076 1.037 -0.444 0.017 -0.343